A 8-piece molecular cluster, C46H105N5O8 overall in a non-equilibrium geometry. Source: the Open Molecules 2025 dataset; level of theory: ωB97M-V/def2-TZVPD.

```
164
Properties=species:S:1:pos:R:3:forces:R:3:mulliken_charge:R:1
C -1.108 0.116 -6.607 0.5 0.2 -0.6 -1.59
C -1.547 1.326 -5.798 0.3 -1.3 0.0 0.78
C -2.717 1.985 -6.475 -0.4 0.1 0.8 -0.49
O -2.358 2.386 -7.763 0.3 0.1 -0.1 -0.30
C -3.317 3.229 -8.326 -0.3 0.4 0.0 -0.73
N -1.962 0.837 -4.480 -0.2 0.6 0.2 -0.57
H -0.622 0.441 -7.531 0.1 0.0 0.1 0.37
H -1.946 -0.502 -6.928 -0.1 -0.1 0.4 0.30
H -0.380 -0.462 -6.035 -0.1 -0.2 -0.1 0.47
H -0.680 1.996 -5.732 -0.2 0.3 -0.1 0.16
H -3.060 2.810 -5.820 0.1 0.2 -0.4 0.25
H -3.565 1.287 -6.538 0.1 -0.1 0.1 0.31
H -3.292 4.211 -7.833 -0.1 0.0 -0.1 0.26
H -4.332 2.826 -8.212 0.0 -0.1 -0.1 0.31
H -3.094 3.345 -9.383 0.0 0.0 0.0 0.26
H -1.188 0.347 -4.047 0.0 -0.1 -0.1 0.02
H -2.102 1.640 -3.868 -0.1 -0.2 0.0 0.07
C -2.666 2.706 1.119 0.6 0.1 0.0 -2.11
C -3.043 4.130 0.699 -1.1 -0.4 0.3 1.93
C -2.275 5.134 1.545 0.1 0.9 0.6 -0.11
C -2.105 6.537 0.929 0.0 -0.9 -0.4 -1.10
C -1.689 6.461 -0.537 0.4 0.6 0.5 -1.16
C -2.551 5.548 -1.401 0.0 1.2 -0.1 1.60
N -2.672 4.288 -0.706 1.2 -0.6 0.0 0.89
O -3.173 3.262 -1.536 -0.4 0.5 0.0 -0.70
C -3.899 6.245 -1.702 -1.1 -1.4 0.0 -1.61
C -1.772 5.346 -2.694 0.2 -0.5 -0.8 -1.62
C -4.569 4.305 0.928 0.2 -0.3 -0.8 -1.76
H -1.580 2.633 1.233 -0.1 -0.1 -0.1 -0.01
H -2.941 1.981 0.355 -0.2 0.1 0.2 0.50
H -3.111 2.444 2.078 -0.1 0.0 0.0 0.69
H -2.829 5.314 2.475 0.0 -0.4 0.0 0.47
H -1.315 4.725 1.874 0.0 0.0 -0.4 -1.00
H -1.336 7.065 1.490 -0.2 0.2 0.1 0.46
H -3.056 7.071 1.013 0.1 0.1 0.1 0.40
H -0.639 6.160 -0.626 -0.1 -0.2 0.1 0.12
H -1.725 7.481 -0.938 -0.1 -0.1 -0.2 0.49
H -4.227 6.961 -0.952 0.3 0.3 -0.1 0.27
H -4.005 6.596 -2.727 0.4 0.6 0.2 0.48
H -4.690 5.472 -1.668 0.1 0.1 0.0 0.32
H -2.409 5.161 -3.564 -0.1 -0.1 0.1 0.44
H -1.162 6.214 -2.956 -0.2 0.2 0.2 0.34
H -1.088 4.498 -2.604 0.0 0.1 0.1 0.05
H -5.096 3.694 0.183 0.0 0.2 0.0 0.31
H -4.868 5.343 0.793 -0.2 0.0 0.2 0.38
H -4.894 3.896 1.881 0.1 0.3 0.2 0.49
H -4.072 3.510 -1.807 0.0 -0.1 0.0 0.41
C 3.840 -2.960 2.962 0.2 -0.4 0.1 -1.41
C 4.321 -3.589 1.631 -1.6 0.5 -0.1 2.28
C 4.641 -2.498 0.622 1.7 0.6 0.0 -0.55
C 5.944 -1.759 0.966 0.1 0.3 0.1 -0.71
C 7.058 -2.785 1.014 -0.4 -0.6 -0.7 -1.34
C 6.804 -3.925 2.006 1.4 -0.1 0.5 1.55
N 5.470 -4.454 1.768 0.2 -0.2 -0.8 0.16
O 5.190 -5.625 2.480 0.0 0.0 0.3 -0.45
C 7.835 -5.024 1.668 -0.8 -0.8 0.8 -2.02
C 7.077 -3.517 3.478 -1.1 -0.2 -0.2 -1.53
C 3.157 -4.375 1.049 -1.2 -0.6 0.3 -1.84
H 3.794 -3.769 3.702 0.4 0.3 0.3 0.43
H 2.825 -2.560 3.002 0.0 0.0 -0.7 -0.05
H 4.521 -2.158 3.233 -0.1 -0.1 0.5 0.38
H 4.914 -2.929 -0.346 -0.7 -0.3 -0.1 0.48
H 3.851 -1.761 0.517 -0.3 -0.3 0.0 -0.61
H 5.893 -1.179 1.894 -0.1 -0.1 0.0 0.34
H 6.148 -1.044 0.164 0.0 0.1 0.1 0.49
H 8.068 -2.386 1.102 -0.1 0.2 0.4 0.46
H 7.058 -3.294 0.039 0.0 0.2 0.0 0.38
H 7.661 -5.447 0.679 0.3 0.4 -0.2 0.43
H 8.849 -4.685 1.869 0.1 0.1 -0.4 0.42
H 7.670 -5.875 2.340 0.0 0.2 0.0 0.41
H 8.044 -3.040 3.607 0.1 -0.1 0.0 0.40
H 6.286 -2.868 3.853 0.2 0.3 0.0 0.26
H 6.992 -4.414 4.098 0.4 0.0 0.0 0.43
H 2.691 -5.096 1.733 0.6 -0.1 0.1 0.49
H 3.398 -4.911 0.132 0.2 0.1 0.0 0.51
H 2.292 -3.720 0.882 0.4 0.3 -0.4 0.01
H 5.027 -5.385 3.407 0.1 0.0 0.0 0.37
C 0.372 -0.673 -1.956 -0.3 -0.2 -0.7 -1.90
C -0.318 -0.017 -0.746 0.0 -0.3 0.3 3.04
C 0.161 -0.657 0.570 0.0 -1.3 0.3 -1.69
C 1.441 -0.089 1.183 -0.1 -0.7 -1.1 -0.14
C 1.380 1.417 1.145 -0.5 -0.3 1.2 -0.62
C 1.124 2.000 -0.226 -0.2 0.2 -0.6 1.41
N -0.149 1.410 -0.666 -0.5 0.7 0.9 1.09
O -0.665 2.030 -1.819 0.8 -0.3 -0.7 0.10
C 0.920 3.512 -0.076 0.6 0.0 -0.9 -0.52
C 2.299 1.735 -1.189 -0.1 -0.2 0.7 -1.65
C -1.794 -0.333 -0.759 -2.2 -0.1 0.8 -1.18
H -0.312 -1.388 -2.427 0.1 -0.2 0.2 0.43
H 1.293 -1.201 -1.712 0.0 0.1 0.1 0.21
H 0.576 0.042 -2.756 0.1 0.2 0.2 0.23
H -0.645 -0.767 1.304 -0.1 0.8 0.0 0.35
H 0.283 -1.721 0.303 0.4 0.1 0.1 0.32
H 2.227 -0.517 0.549 0.4 0.4 0.3 -1.15
H 1.606 -0.456 2.196 -0.1 -0.1 0.0 0.73
H 2.206 1.868 1.700 0.3 0.1 -0.5 0.79
H 0.489 1.655 1.745 0.1 0.2 0.0 -0.23
H 0.371 3.905 -0.933 0.0 -0.1 0.1 -0.15
H 0.400 3.813 0.829 0.1 -0.1 0.1 -1.11
H 1.923 3.942 -0.146 -0.1 0.3 0.5 0.86
H 2.090 2.134 -2.180 0.1 0.1 0.0 0.13
H 3.197 2.174 -0.745 0.0 0.2 -0.3 0.53
H 2.496 0.668 -1.246 0.0 0.0 -0.3 0.23
H -2.317 0.059 0.129 0.6 0.2 0.1 0.17
H -1.981 -1.404 -0.626 0.3 -0.1 -0.4 -0.54
H -2.470 0.031 -1.539 0.8 -0.1 -0.6 0.35
H -1.522 2.381 -1.565 -0.3 0.2 0.2 -0.08
C -2.846 -3.465 1.462 -0.3 0.4 0.3 -1.50
C -2.961 -4.866 2.085 1.2 1.4 -0.3 1.51
C -2.178 -5.862 1.242 -0.9 -0.6 -0.6 -1.01
C -1.653 -7.021 2.074 -0.1 1.3 0.5 -0.88
C -0.548 -6.442 2.956 0.5 -1.4 -0.3 -1.00
C -0.944 -5.146 3.720 0.4 -0.5 -0.6 2.33
N -2.340 -4.825 3.412 -0.5 -1.2 0.5 0.29
O -2.849 -3.767 4.189 0.2 0.3 0.0 -0.48
C -0.892 -5.497 5.213 0.0 1.5 0.2 -1.95
C 0.086 -4.082 3.331 0.1 0.9 0.7 -2.04
C -4.410 -5.257 2.208 -0.8 -0.9 1.0 -1.80
H -3.276 -2.742 2.158 -0.2 0.0 -0.2 0.36
H -1.806 -3.153 1.355 0.0 -0.2 -0.3 -0.13
H -3.375 -3.380 0.511 0.1 -0.1 0.0 0.46
H -2.877 -6.257 0.495 0.1 0.2 -0.1 0.54
H -1.401 -5.346 0.674 0.3 -0.1 0.2 0.24
H -2.441 -7.332 2.766 -0.1 -0.4 -0.4 0.31
H -1.345 -7.823 1.410 0.2 -0.3 0.3 0.49
H 0.355 -6.357 2.339 -0.1 0.7 0.0 -0.08
H -0.238 -7.214 3.671 -0.1 0.2 0.1 0.50
H -1.378 -6.450 5.387 0.2 -0.1 0.2 0.44
H -1.400 -4.710 5.782 -0.2 -0.2 -0.1 0.48
H 0.125 -5.412 5.602 0.1 -0.7 -0.2 0.37
H 1.099 -4.430 3.546 0.0 -0.2 -0.2 0.48
H -0.004 -3.155 3.915 -0.3 -0.1 0.0 0.43
H 0.014 -3.785 2.285 0.1 -0.3 -0.1 0.13
H -4.501 -6.291 2.574 0.2 0.1 -0.2 0.42
H -4.928 -4.683 2.981 0.1 0.3 -0.2 0.38
H -5.000 -5.219 1.293 0.3 0.3 -0.2 0.33
H -3.335 -4.206 4.895 0.0 0.0 0.0 0.36
C 0.688 3.880 3.994 0.0 0.3 0.0 -0.69
C -0.113 4.965 4.695 0.0 -0.6 0.8 -0.12
O -0.602 4.518 5.974 0.2 0.1 -0.3 -0.58
H 1.606 3.664 4.546 0.0 0.0 0.0 0.60
H 0.968 4.233 2.998 0.1 -0.2 0.0 0.03
H 0.124 2.952 3.911 -0.1 0.0 -0.1 0.21
H -1.020 5.217 4.151 0.2 0.2 -0.2 0.09
H 0.525 5.841 4.845 -0.2 0.2 -0.2 0.26
H 0.165 4.301 6.514 0.0 0.0 0.1 0.32
C -4.203 -3.413 -2.697 -0.9 -0.3 0.1 -1.35
C -2.768 -3.816 -2.470 0.7 0.6 -0.8 0.47
O -2.610 -5.223 -2.484 -0.5 -0.5 0.6 -0.57
H -4.896 -4.157 -2.288 0.3 -0.2 -0.1 0.38
H -4.434 -3.295 -3.755 0.0 0.0 0.0 0.34
H -4.509 -2.508 -2.167 0.5 0.2 -0.2 0.30
H -2.404 -3.313 -1.569 0.2 -0.6 0.2 -0.38
H -2.142 -3.467 -3.301 -0.2 0.6 0.1 0.42
H -1.745 -5.451 -2.830 0.1 0.1 0.0 0.32
C 3.096 5.099 -3.629 -0.2 -1.2 -1.1 -1.00
C 2.465 6.074 -2.671 0.5 0.4 1.2 0.67
O 3.220 7.298 -2.615 -0.3 -0.2 0.1 -0.57
H 3.659 5.566 -4.439 -0.2 0.3 0.1 0.38
H 2.377 4.426 -4.117 -0.2 0.3 0.1 0.22
H 3.803 4.402 -3.170 0.0 0.3 0.4 0.28
H 2.515 5.622 -1.674 0.1 0.2 0.0 -0.14
H 1.406 6.329 -2.756 0.0 -0.3 -0.8 -0.09
H 2.800 7.910 -3.224 0.1 0.1 0.0 0.34
```
Forces are in eV/Å.

Results
- Energy: -2691.10724 hartree
- SMILES: CC1(C)CCCC(C)(C)N1O.CC1(C)CCCC(C)(C)N1O.CC1(C)CCCC(C)(C)N1O.CC1(C)CCCC(C)(C)N1O.COC[C@H](C)N.CCO.CCO.CCO
- Relative energy (zero: lowest compared OMol25 entry of this formula, charge and spin): 0.0 kcal/mol
- Orbital gap: 8.51 eV